Entry from OMol25: a molecular structure, C20H19OS2Sm at a distorted geometry (wB97M-V/def2-TZVPD).

Geometry as XYZ:
```
43
Properties=species:S:1:pos:R:3:mulliken_spin:R:1
Sm -0.27 -1.73 0.42 5.12
C 1.42 -4.74 3.91 0.00
C 0.79 -3.61 3.15 -0.01
S 0.16 -4.12 1.59 -0.04
C 0.72 -2.36 3.69 0.00
C 1.17 -2.04 5.09 0.00
S 0.08 -0.92 2.92 -0.05
H 1.48 -5.62 3.28 0.00
H 0.83 -5.00 4.79 0.00
H 2.43 -4.48 4.22 0.00
H 1.56 -2.90 5.62 0.00
H 0.33 -1.64 5.64 0.00
H 1.93 -1.27 5.05 0.00
C 1.01 -0.59 -1.31 0.00
C 1.69 0.04 -2.09 -0.02
C 2.47 0.71 -3.07 0.00
C 2.04 0.71 -4.40 0.00
C 2.81 1.32 -5.37 0.00
C 4.00 1.94 -5.04 0.00
C 4.42 1.96 -3.71 0.00
C 3.66 1.35 -2.73 0.00
H 1.11 0.21 -4.64 0.00
H 2.48 1.31 -6.40 0.00
H 4.61 2.40 -5.80 0.00
H 5.34 2.46 -3.45 0.00
H 3.98 1.36 -1.70 0.00
C -4.73 -0.61 -0.42 0.00
C -3.30 -0.28 -0.06 -0.01
O -2.48 -1.21 0.11 0.00
C -2.91 1.12 0.08 0.00
C -3.79 2.18 -0.19 0.00
C -3.36 3.49 -0.09 0.00
C -2.05 3.78 0.26 0.00
C -1.18 2.74 0.56 0.00
C -1.60 1.44 0.48 0.00
H -4.85 -1.69 -0.46 0.00
H -4.97 -0.19 -1.40 0.00
H -5.41 -0.19 0.31 0.00
H -4.81 1.98 -0.47 0.00
H -4.05 4.29 -0.31 0.00
H -1.71 4.80 0.31 0.00
H -0.16 2.95 0.86 0.00
H -0.89 0.64 0.77 0.01
```

Calculated values
**Lowest unoccupied orbital energy (spin up / spin down)**: -1.61 / -1.60 eV
**HOMO-LUMO gap (spin up / spin down)**: 5.017 / 5.023 eV
**2S+1**: 6
**Expectation value of S²**: 8.7742
**HOMO (spin up / spin down)**: -6.6 / -6.6 eV